Entry 1:
{"formula": "C6H22BrO8", "method": "the ωB97M-V functional and the def2-TZVPD basis", "elements": ["Br", "C", "C", "O", "O", "H", "H", "H", "H", "H", "H", "C", "C", "O", "O", "H", "H", "H", "H", "H", "H", "C", "C", "O", "O", "H", "H", "H", "H", "H", "H", "O", "H", "H", "O", "H", "H"], "positions_angstrom": [[0.7767, -1.3186, 8.5687], [1.3460, -4.3449, 2.9138], [2.6904, -4.8369, 3.6164], [2.6635, -6.1121, 4.0633], [0.2822, -4.1406, 3.8032], [0.9804, -5.0897, 2.2070], [1.5696, -3.4085, 2.4027], [2.9327, -4.0713, 4.3534], [3.5371, -4.8123, 2.9304], [3.5781, -6.2667, 4.3109], [0.5904, -4.1706, 4.7118], [-4.3726, 0.7087, 13.4782], [-2.9779, 0.6585, 12.8253], [-2.9968, -0.5045, 12.1601], [-5.2356, 1.2331, 12.4825], [-4.4395, 1.3427, 14.3624], [-4.6268, -0.2155, 13.9972], [-2.2950, 0.5686, 13.6701], [-2.8941, 1.5766, 12.2439], [-2.5144, -0.4492, 11.3319], [-5.4149, 0.3506, 12.1499], [4.2049, 4.1452, 13.2660], [3.3574, 2.9264, 12.5825], [2.4183, 3.2767, 11.5961], [5.3854, 4.4203, 12.4707], [4.4934, 3.8291, 14.2684], [3.5691, 5.0293, 13.3120], [2.6460, 2.5320, 13.3081], [3.9984, 2.0836, 12.3237], [2.3986, 2.5923, 10.9231], [5.8707, 3.5923, 12.4928], [-0.5001, 2.4348, 4.9697], [0.1605, 2.8293, 4.4005], [0.0005, 1.8883, 5.5756], [1.8143, -5.7943, 10.3610], [1.8317, -5.4202, 9.4801], [1.8710, -5.0375, 10.9443]], "forces_ev_per_angstrom": [[0.0558, 0.0073, 0.0478], [1.3918, -0.9562, 0.7356], [-0.8808, 2.8313, -2.2851], [-0.3521, -2.0647, 1.3399], [-0.2864, -0.0183, 0.3938], [0.3552, -0.0508, -0.2878], [0.1522, 0.0460, -0.1642], [-0.1587, -0.0025, 0.6527], [-0.1410, 0.7391, -0.8084], [-0.1265, -0.6369, 0.3049], [0.0160, 0.1486, 0.1501], [1.4616, 2.2851, 1.3793], [-1.4660, 1.1652, 3.3770], [0.2384, -2.3986, -2.5136], [-0.7839, -1.7311, 0.6516], [0.4622, 0.8635, -0.1556], [-0.3501, -0.7658, -1.0342], [0.7946, 0.5652, -0.0650], [0.4371, -0.1263, -0.0651], [0.2367, -0.1743, -0.1159], [-0.9579, 0.2875, -1.5133], [-0.6659, -1.9079, -2.2122], [-0.5686, 0.7848, 2.1160], [0.6297, 0.8867, -1.1334], [-0.8462, 0.1257, 0.7427], [-0.0864, -0.0123, 0.1020], [0.2345, 0.0124, -0.1238], [0.7008, -0.1688, 1.1639], [0.3488, 0.2224, -0.3446], [-0.0249, -0.0046, -0.1642], [0.2367, 0.0145, -0.1862], [-0.2285, 0.1858, -0.1447], [0.1365, 0.0763, -0.1199], [0.0773, -0.3143, 0.3114], [0.1084, -0.4470, 0.1496], [-0.0879, 0.2487, -0.2270], [-0.0624, 0.2844, 0.0457]], "lowdin_charge": [-0.961, -0.229, -0.294, -0.041, -0.063, 0.109, 0.106, 0.118, 0.109, 0.093, 0.089, -0.271, -0.299, -0.033, -0.057, 0.104, 0.116, 0.111, 0.131, 0.110, 0.078, -0.184, -0.235, -0.071, -0.094, 0.098, 0.109, 0.102, 0.112, 0.091, 0.068, -0.060, 0.020, 0.033, -0.070, 0.027, 0.028], "orbital_gap_ev": 6.735, "charge": -1, "relative_energy_kj_mol": 31.5, "largest_force_ev_per_a": 3.86, "energy_ha": -3417.7027, "homo_ev": -4.17, "e_lumo_ev": 2.56}

---

Entry 2:
{"formula": "C4H4ClP", "method": "the ωB97M-V functional and the def2-TZVPD basis", "elements": ["C", "C", "C", "C", "P", "Cl", "H", "H", "H", "H"], "positions_angstrom": [[-0.4157, -0.3528, 0.9242], [-0.9488, 0.2506, -0.2339], [0.9930, -0.5124, 1.1186], [-0.1887, 0.4499, -1.3875], [2.1830, -0.0968, -0.0229], [-0.5121, 1.0385, -2.8764], [-1.2447, -0.6599, 1.6118], [-1.9999, 0.3423, -0.2034], [1.1081, -1.1774, 2.0073], [1.0258, 0.7181, -0.9380]], "forces_ev_per_angstrom": [[0.7272, 0.4686, 0.4861], [2.0627, -0.5411, -1.8709], [-3.3329, -0.9636, 0.8712], [1.3094, -0.7728, 4.5417], [-0.7550, -0.0232, -0.6331], [-0.2685, 0.8156, -1.3438], [1.5467, 0.0209, -0.1399], [-1.1015, 0.2914, -0.5850], [0.8455, 0.7694, -0.6468], [-1.0336, -0.0652, -0.6794]], "lowdin_charge": [-0.245, -0.220, -0.558, -0.729, 0.899, 0.696, 0.105, 0.090, 0.066, -0.102], "orbital_gap_ev": [5.983, 5.982], "relative_energy_kj_mol": 289.1, "largest_force_ev_per_a": 4.79, "energy_ha": -956.1898, "homo_ev": [-7.47, -7.47], "e_lumo_ev": [-1.49, -1.49]}

---

Entry 3:
{"formula": "C45H50Br2I2N4OP2V", "method": "the ωB97M-V functional and the def2-TZVPD basis", "elements": ["V", "C", "C", "C", "P", "C", "C", "C", "C", "C", "C", "C", "C", "C", "C", "N", "C", "C", "C", "C", "C", "C", "C", "P", "C", "C", "C", "C", "C", "C", "H", "H", "H", "H", "H", "H", "H", "H", "H", "H", "H", "H", "H", "H", "H", "H", "H", "H", "H", "H", "H", "H", "H", "H", "H", "H", "H", "H", "H", "H", "H", "H", "H", "H", "H", "H", "H", "H", "H", "H", "I", "C", "C", "C", "I", "C", "C", "C", "C", "N", "C", "C", "O", "H", "H", "H", "H", "Br", "C", "C", "C", "N", "C", "C", "C", "C", "C", "Br", "C", "C", "N", "H", "H", "H", "H", "H", "H"], "positions_angstrom": [[-11.7088, -6.2131, 15.9483], [-13.6676, -7.2421, 19.3268], [-12.6070, -6.1447, 19.5440], [-12.1230, -5.9849, 20.9598], [-11.2431, -6.6170, 18.3097], [-10.5099, -8.3692, 18.6800], [-8.9812, -8.4582, 18.6079], [-10.9378, -9.0195, 20.0225], [-10.2302, -5.2010, 18.4971], [-9.4150, -5.0791, 19.6373], [-8.7746, -3.8614, 19.9513], [-7.6732, -3.7608, 20.9191], [-9.1923, -2.7645, 19.0772], [-9.6752, -2.9576, 17.8073], [-10.2453, -4.1901, 17.4754], [-10.9397, -4.2943, 16.2474], [-10.4039, -3.4962, 15.2047], [-9.0174, -3.4123, 15.0916], [-8.5157, -2.7546, 13.9836], [-9.3062, -1.8995, 13.1747], [-8.7978, -1.2917, 11.9065], [-10.6267, -1.6825, 13.5707], [-11.2151, -2.5628, 14.4962], [-13.0359, -2.4324, 14.6288], [-13.0998, -0.7072, 15.3310], [-11.8586, -0.1789, 16.0499], [-14.3523, -0.6671, 16.1882], [-13.7343, -2.3613, 12.8562], [-14.4141, -0.9886, 12.5210], [-14.5018, -3.6131, 12.4533], [-13.3833, -8.2726, 19.6965], [-13.8789, -7.3582, 18.2144], [-14.6832, -7.0044, 19.7684], [-13.0611, -5.1845, 19.2437], [-11.0451, -6.0394, 21.0006], [-12.5440, -6.7673, 21.6373], [-12.4226, -5.0254, 21.4089], [-10.9264, -8.9329, 17.7508], [-8.6542, -7.6862, 17.8584], [-8.6335, -9.4626, 18.4706], [-8.4948, -8.1170, 19.5377], [-10.4630, -10.0032, 20.0197], [-12.0224, -9.1396, 20.1366], [-10.5848, -8.4401, 20.8557], [-9.1602, -5.9538, 20.2662], [-7.5465, -2.7857, 21.3841], [-6.7153, -3.8848, 20.3517], [-7.7771, -4.5494, 21.6349], [-9.0438, -1.7302, 19.4413], [-9.7189, -2.0634, 17.0952], [-8.4169, -4.0500, 15.6562], [-7.4748, -2.8721, 13.6872], [-7.6708, -1.4680, 11.8745], [-8.9658, -0.2278, 11.7562], [-9.1951, -1.7905, 10.9926], [-11.2993, -1.0154, 13.0649], [-13.1935, -0.0174, 14.4595], [-11.5441, -0.9023, 16.7642], [-12.1431, 0.7533, 16.5230], [-11.0784, -0.0058, 15.2775], [-14.3954, -1.3749, 17.0257], [-15.3174, -0.8999, 15.5604], [-14.5284, 0.2961, 16.6832], [-12.7706, -2.3396, 12.3205], [-15.1645, -0.6609, 13.2255], [-14.9793, -1.0847, 11.5237], [-13.6378, -0.2286, 12.4131], [-15.5034, -3.6369, 12.8015], [-14.0362, -4.5521, 12.7829], [-14.5276, -3.5939, 11.3234], [-11.9620, -5.6981, 9.6912], [-10.5093, -6.0398, 11.1800], [-9.2295, -6.1572, 10.6479], [-8.1535, -6.3851, 11.5496], [-6.3433, -6.6422, 10.4337], [-8.4597, -6.6053, 12.8941], [-7.4141, -6.7762, 13.7826], [-7.7021, -6.8248, 15.1156], [-9.0267, -6.7920, 15.5488], [-10.0380, -6.5896, 14.7178], [-9.8251, -6.4943, 13.3772], [-10.9328, -6.1681, 12.5285], [-12.1330, -6.1192, 13.0016], [-9.0210, -6.1992, 9.5741], [-6.4154, -6.8929, 13.3972], [-6.9469, -6.7544, 15.8410], [-9.2640, -6.9191, 16.6218], [-18.2663, -4.6253, 16.2226], [-16.3558, -4.9588, 16.1217], [-15.3799, -4.2073, 16.8762], [-14.0649, -4.4210, 16.7198], [-13.6007, -5.6118, 16.2066], [-14.5087, -6.2873, 15.3959], [-15.9072, -5.9338, 15.2648], [-13.9773, -7.4465, 14.8456], [-14.7025, -8.2807, 13.8861], [-14.1119, -9.4863, 13.5285], [-15.2313, -10.8678, 12.9746], [-12.7940, -9.7242, 13.8678], [-12.1372, -8.8509, 14.7193], [-12.7042, -7.7517, 15.2063], [-15.7770, -3.4074, 17.5156], [-13.3178, -3.8332, 17.2753], [-16.5719, -6.4140, 14.5053], [-15.7598, -8.0615, 13.5398], [-12.2559, -10.5881, 13.5174], [-11.1369, -9.0328, 15.0880]], "forces_ev_per_angstrom": [[1.6090, 3.9048, -1.5036], [-1.6530, -0.7888, -0.5859], [-0.6753, -1.2820, -1.0045], [-0.3961, -0.4097, 1.4520], [-1.0618, -0.3078, -0.0012], [-0.7497, -0.2638, -0.4096], [0.1140, 2.5615, 0.0034], [-0.5615, -0.2418, -1.1969], [1.4488, 0.5110, -0.6253], [1.4922, 1.2563, 0.4421], [-2.4026, 0.2077, -2.5348], [1.0946, 0.4490, -0.5745], [1.5695, -0.1586, 1.4718], [-0.3502, 1.6662, 0.2097], [-0.6433, -0.2594, 0.2351], [-0.0630, -2.9177, 0.8073], [-1.0371, 1.7338, 0.6656], [-1.1893, 0.1738, -2.4816], [0.1271, 0.9288, -0.7983], [-0.4309, 0.1098, 0.5740], [2.1035, -0.7340, -0.8123], [0.4865, -2.0246, 0.2166], [0.4525, -0.4085, -0.6364], [-0.2439, -0.7137, 0.8332], [-0.3916, 0.6638, -0.9780], [-0.3294, -0.0979, -1.3480], [-2.3984, 0.1268, -0.4961], [1.1993, 1.2177, 0.4319], [-0.3883, -1.2806, -1.6372], [0.9142, 0.0515, -1.3955], [-0.3852, 1.4984, -0.3586], [0.2653, 0.1055, 1.1990], [1.2060, -0.1051, -0.2062], [0.5013, -0.4101, -0.4821], [0.1149, 0.0404, 0.3856], [0.3703, 0.4209, -0.5762], [0.1574, -0.2434, -0.3063], [0.4736, 0.6743, 1.7128], [0.4232, -1.5467, 0.6980], [0.1189, -0.4520, -0.6462], [-0.4469, -0.0744, -0.1035], [-0.1238, -0.0009, 0.3134], [0.6286, -0.1939, -0.0356], [0.3038, 0.2131, 0.3624], [-0.3798, 0.4618, -0.4746], [-0.3897, 0.0259, 0.2359], [-0.6225, -0.1962, 0.4930], [0.2728, -0.3216, 0.6853], [0.4350, -0.6297, -0.4249], [-0.1627, -1.5196, 1.2154], [1.0140, -0.7853, 0.9165], [-0.0668, 0.0051, 0.2305], [-1.3354, 0.3946, -0.1417], [-0.1552, 0.0881, 0.3742], [0.0722, 0.1329, 0.7237], [0.1326, 0.4486, -0.3965], [-0.4426, -0.3811, 0.6333], [0.5886, -0.3684, 0.8077], [0.1990, 0.2084, 0.2160], [-0.2686, -0.0068, 0.9345], [0.4724, -0.2146, -0.2909], [1.7366, 0.4293, 1.0497], [0.1135, 0.1170, -0.3802], [-0.4859, -0.2865, -0.3089], [-0.0958, 0.0341, 0.4232], [0.9791, 0.1403, 1.2765], [-0.2800, 0.0628, -0.0469], [-1.1281, 0.2778, 0.4482], [0.2537, 0.3309, -0.2161], [-0.0946, -0.3277, 1.1122], [-0.2174, 0.0214, 0.3617], [-1.1589, 0.2319, -1.0462], [1.3159, -0.6568, 1.9385], [-1.5565, -0.1678, -2.8487], [-0.2626, 0.0241, 1.0449], [-0.3386, 0.5616, -0.8266], [-0.1449, -0.3744, 1.1318], [-0.2729, 0.1149, -0.0943], [-0.0171, 0.1561, -0.1019], [0.0921, -0.9670, 0.8245], [1.3177, 0.4506, 0.1886], [-0.5753, -0.4439, 0.1001], [1.2591, 0.3439, -0.0440], [-0.4063, 0.4194, 0.4834], [0.2426, 0.2658, 0.0487], [1.0145, -0.4690, 0.8806], [0.1439, 0.4735, -1.0912], [1.4733, -0.0453, 0.0474], [0.5131, 0.8709, 0.6464], [-3.9001, 0.3526, -0.4558], [2.3046, -1.5284, 1.1814], [-3.3891, 0.7611, -1.4565], [-1.4656, 3.0090, 2.1236], [1.4453, -0.4979, -0.4743], [0.2504, -3.8109, -3.6808], [0.0515, 1.1247, 1.5465], [-0.4493, 0.6680, 0.6899], [0.0443, -0.1793, -0.6530], [0.8288, -0.0048, 0.3398], [-0.2080, -0.2372, -0.3632], [-1.9178, -1.2702, -0.4320], [0.4644, -0.2689, -0.3793], [-0.4529, -0.2826, -0.5123], [0.7631, 0.3454, 1.0728], [1.6069, -0.2268, 0.7125], [-0.1243, -0.2936, 0.0511], [0.1109, -0.1897, -0.3289]], "lowdin_charge": [0.859, -0.134, -0.485, -0.102, 1.056, -0.459, -0.111, -0.095, -0.347, -0.073, -0.250, -0.055, -0.001, -0.037, -0.287, -0.047, -0.299, -0.041, -0.004, -0.252, -0.050, -0.070, -0.293, 1.131, -0.562, -0.091, -0.152, -0.511, -0.106, -0.130, 0.061, 0.064, 0.101, 0.103, 0.033, 0.100, 0.094, 0.117, 0.049, 0.082, 0.085, 0.089, 0.050, 0.071, 0.113, 0.085, 0.108, 0.071, 0.125, 0.140, 0.097, 0.117, 0.097, 0.077, 0.093, 0.106, 0.095, 0.046, 0.082, 0.082, 0.048, 0.104, 0.074, 0.082, 0.051, 0.105, 0.062, 0.050, 0.042, 0.088, 0.881, -0.616, -0.267, -0.620, 0.872, -0.202, -0.016, -0.028, -0.150, 0.003, -0.117, -0.444, -0.112, 0.055, 0.083, 0.103, 0.050, 0.759, -0.594, -0.092, -0.191, -0.007, -0.181, -0.035, -0.198, 0.003, -0.677, 0.855, -0.062, -0.088, -0.034, 0.118, 0.109, 0.126, 0.131, 0.118, 0.122], "orbital_gap_ev": [5.137, 5.070], "charge": 1, "s_squared": 2.087, "multiplicity": 3, "largest_force_ev_per_a": 5.30, "energy_ha": -9408.8683, "homo_ev": [-9.18, -9.23], "e_lumo_ev": [-4.04, -4.16]}